[1]
ORCA calculation (ωB97M-V/def2-TZVPD) on C12H34N7Ru as an isolated structure.

**2S+1**: 6
**<S²>**: 8.760
**Charge**: +4
**HOMO (spin up / spin down)**: -21.49 / -22.48 eV

The geometry in XYZ format:
```
54
Properties=species:S:1:pos:R:3:forces:R:3
Ru 0.039538 0.024146 -0.058370 0.0374 -0.6318 0.3374
N 1.483158 0.374136 -1.965475 -0.5143 0.3374 0.3209
C 0.974877 1.528858 -2.765569 0.0541 0.0274 0.0214
C 1.283757 2.872669 -2.088577 0.2144 -0.4770 -0.2904
N 0.421271 3.172293 -0.961123 0.1223 0.7382 -0.2518
C 1.012611 3.673715 0.263352 0.1615 -0.1687 0.5279
C 1.918590 2.682766 1.000378 -0.0383 0.0025 -0.0228
N 1.173223 1.496748 1.515496 -0.2503 0.1760 -0.5863
C -0.975626 3.470786 -1.223348 -0.5042 -0.2894 0.0486
C -1.960428 2.728502 -0.310526 0.0838 0.1426 0.0236
N -1.948278 1.250979 -0.517668 0.5794 -0.0728 -0.0035
H 2.461710 0.545777 -1.749602 0.0992 -0.0726 -0.0023
H 1.479724 -0.440433 -2.572570 0.0227 -0.0658 -0.0482
H -0.099280 1.405515 -2.913199 0.0252 -0.0035 -0.0663
H 1.428347 1.542519 -3.757543 0.0550 0.0519 0.0211
H 1.149846 3.662730 -2.842236 -0.1340 0.0648 0.1059
H 2.327931 2.908924 -1.777274 -0.0339 0.0723 0.0708
H 0.226350 4.033736 0.928063 -0.0557 0.0043 -0.0927
H 1.631673 4.547226 0.002579 -0.0490 -0.0216 -0.1191
H 2.367293 3.237662 1.826387 0.0242 0.0209 -0.0221
H 2.736206 2.337482 0.367945 -0.0240 -0.0164 0.0023
H 0.434232 1.830619 2.131395 0.0874 0.0204 0.2085
H 1.816482 0.992692 2.119989 -0.0206 -0.0886 0.0515
H -1.203366 3.278276 -2.272062 0.0946 -0.0060 -0.0125
H -1.133619 4.546242 -1.053592 0.1461 0.0094 0.0184
H -2.950048 3.135052 -0.526703 -0.0093 -0.0216 -0.0143
H -1.761081 2.933773 0.741551 0.0070 -0.0255 -0.0159
H -2.205254 1.054298 -1.484338 -0.1830 0.0167 -0.0382
H -2.711974 0.866680 0.036878 -0.0510 -0.0759 0.0203
N 2.474628 -3.275350 0.694968 0.1811 -0.3149 0.0769
C 1.391957 -4.259042 1.103431 -0.3814 -0.2513 0.1448
C 0.406632 -4.501528 -0.039605 0.0884 0.3175 -0.1152
C -0.787793 -3.544169 -0.161794 -0.3692 -0.3545 0.2581
N -0.507598 -2.251366 -0.874825 0.3508 0.5379 0.0846
C -1.438450 -3.295046 1.197799 0.3851 0.2245 -0.1371
C -0.450547 -2.824736 2.261931 -0.4231 -0.4170 0.1353
N -0.068591 -1.391254 2.034491 0.2982 0.2967 -0.5372
C 0.718562 -3.808285 2.399627 0.1396 0.3313 -0.1424
H 2.985149 -3.624777 -0.121034 0.0054 0.0434 -0.0701
H 3.160525 -3.175824 1.448963 0.0339 0.0667 0.0232
H 2.066186 -2.370882 0.485901 0.0326 0.2028 -0.0667
H 1.940186 -5.182525 1.291272 0.0160 0.0177 0.0075
H -0.028377 -5.485058 0.147427 0.0292 -0.0448 -0.0392
H 0.936146 -4.599351 -0.993769 -0.0415 -0.0652 0.0012
H -1.524308 -4.078656 -0.767358 0.0642 0.0429 -0.0705
H -1.423282 -1.888043 -1.135053 -0.1269 -0.2022 -0.1815
H -0.063405 -2.473461 -1.762959 -0.0286 -0.0398 -0.0769
H -1.877284 -4.234977 1.535035 -0.0801 0.0205 0.0211
H -2.265126 -2.583727 1.104229 -0.0565 -0.0613 0.0081
H -0.974437 -2.861190 3.221276 0.0609 0.0590 -0.0028
H 0.582069 -1.115227 2.766756 -0.0436 0.0372 0.0887
H -0.914786 -0.853888 2.218916 -0.0612 -0.0419 0.3330
H 0.297828 -4.707255 2.853478 0.0176 -0.0186 0.0371
H 1.462646 -3.448635 3.119066 -0.0375 -0.0340 0.0274
```
Positions in Å, forces in eV/Å.


[2]
ORCA calculation (ωB97M-V/def2-TZVPD) on C28H25F4MnN7O6SSi as an isolated structure.

**2S+1**: 6
**<S²>**: 8.755
**Charge**: -2
**HOMO (spin up / spin down)**: -1.58 / -2.75 eV

The geometry in XYZ format:
```
73
Properties=species:S:1:pos:R:3:forces:R:3
Mn -0.013819 -0.198799 -0.553763 -0.3446 -0.4636 0.1935
S -0.357170 -4.983034 0.458181 0.1304 -0.0236 -0.0049
C -0.756553 -4.066965 1.851514 -0.0679 0.0447 -0.0631
C -0.678383 -2.726479 1.612846 -0.0113 -0.0325 0.1248
C -0.268291 -2.354776 0.288864 0.2226 0.1803 -0.2194
C -0.034155 -3.492773 -0.434174 -0.1693 -0.0227 0.1491
C 0.404427 -3.550556 -1.820106 0.0537 -0.0237 -0.1387
C 0.487389 -4.751514 -2.547084 -0.0225 -0.0273 0.0261
C 0.897768 -4.729134 -3.863603 -0.0160 0.0055 0.0351
C 1.219572 -3.512270 -4.450681 0.0122 -0.0072 -0.0038
C 1.115549 -2.376555 -3.661063 0.0042 0.0444 -0.0062
N 0.734490 -2.382568 -2.392386 -0.0263 -0.0334 -0.0116
H -1.036888 -4.570098 2.766224 -0.0156 0.0007 0.0005
H -0.896270 -1.988727 2.376632 0.0070 -0.0023 -0.0030
H 0.215003 -5.685140 -2.070761 0.0055 0.0055 -0.0070
H 0.958557 -5.650828 -4.432048 -0.0029 -0.0057 0.0051
H 1.535809 -3.441158 -5.483311 0.0022 0.0072 -0.0022
H 1.352046 -1.398155 -4.067110 -0.0018 0.0217 -0.0004
N 4.365425 -0.002823 -0.497388 0.0542 0.0321 -0.0546
C 4.304174 -0.763286 0.655082 -0.0296 -0.0089 -0.0094
C 2.983246 -1.043814 0.840139 0.0220 0.0754 0.0293
N 2.251583 -0.464214 -0.155192 -0.0640 0.1088 -0.1256
C 3.096224 0.150566 -0.940908 -0.0082 -0.1407 0.1690
C 2.635343 0.867850 -2.110955 -0.1771 0.0224 -0.2174
N 1.429266 0.682416 -2.575680 0.1764 -0.1093 -0.1163
C 1.278144 1.593931 -3.591761 -0.0049 0.0291 0.0393
C 2.416241 2.323919 -3.733509 -0.0207 -0.0148 0.0342
N 3.314948 1.823510 -2.804753 0.0780 0.0040 -0.0477
H 5.192965 0.375878 -0.920265 -0.0348 -0.0031 0.0179
H 5.183528 -1.015725 1.219247 0.0146 -0.0099 -0.0016
H 2.498889 -1.605060 1.621299 0.0013 -0.0018 0.0048
H 0.346534 1.675801 -4.126710 0.0069 -0.0094 -0.0032
H 2.667052 3.146277 -4.378972 0.0126 0.0138 -0.0146
H 3.989430 2.415038 -2.345229 -0.0261 -0.0277 0.0108
C -5.619232 1.208640 -1.126374 0.0132 0.0088 0.0064
Si -4.821594 0.091839 -2.413267 -0.0248 0.0170 -0.0037
C -5.646208 -1.599995 -2.317149 -0.0112 0.0089 -0.0140
C -5.204749 0.803288 -4.117560 0.0026 0.0040 -0.0023
C -3.056597 -0.021450 -2.119674 0.0568 -0.0240 0.0379
C -1.906310 -0.047441 -1.684329 0.1681 0.0633 -0.0434
H -6.670407 1.414497 -1.349415 -0.0020 -0.0034 0.0031
H -5.078983 2.157670 -1.072998 -0.0207 -0.0032 -0.0047
H -5.566201 0.743687 -0.138116 0.0079 0.0061 0.0043
H -6.719931 -1.537239 -2.520312 0.0041 -0.0022 0.0081
H -5.506174 -2.031114 -1.323623 0.0076 0.0008 -0.0030
H -5.196158 -2.285338 -3.038899 -0.0028 0.0024 -0.0032
H -6.280217 0.810974 -4.319065 0.0011 0.0073 0.0052
H -4.712095 0.213329 -4.893995 -0.0040 0.0009 -0.0005
H -4.832738 1.827746 -4.189865 0.0056 -0.0031 -0.0065
F -5.492146 1.438531 4.777130 0.0235 0.0699 -0.0629
C -4.984622 2.112378 3.717103 -0.0681 -0.1447 0.1361
C -3.974473 1.595692 3.002244 0.0621 0.0006 -0.0569
N -3.439967 2.221708 1.914792 -0.0428 0.0611 -0.0617
C -2.351673 1.562998 1.181788 0.0539 -0.0024 0.0023
C -1.204421 1.094719 2.101198 -0.1639 -0.0998 0.0385
O -1.241380 1.409484 3.298385 0.0523 0.0065 0.0336
O -0.362211 0.362889 1.518576 0.0930 0.1369 0.0451
C -3.911618 3.447211 1.503992 0.0512 -0.0334 0.0364
O -3.512286 4.063887 0.540305 -0.0112 0.0095 -0.0203
N -4.930837 3.963066 2.302535 -0.0489 -0.0119 -0.0075
C -5.552916 3.396464 3.405439 0.0281 0.1241 -0.0058
O -6.455284 3.971937 3.994522 -0.0042 -0.0306 -0.0203
H -3.527655 0.647869 3.261379 -0.0082 0.0042 0.0148
H -1.963054 2.252401 0.435307 -0.0162 0.0188 0.0337
H -2.743618 0.697018 0.647583 -0.0394 0.0397 -0.0336
H -5.275727 4.862779 2.003544 -0.0020 -0.0302 0.0205
F 0.098052 4.975701 0.345925 0.1154 -0.0148 -0.1084
C 0.874251 4.541615 -0.665988 -0.0135 0.0208 -0.0309
F 0.166634 4.715540 -1.807227 0.1155 0.0296 0.1244
F 1.927455 5.397647 -0.741964 -0.2045 -0.0868 0.0031
C 1.306167 3.043918 -0.477552 -0.1134 0.1745 0.0453
O 2.528369 2.856940 -0.356020 -0.0290 0.0555 0.0894
O 0.341719 2.265254 -0.495318 0.2086 -0.0086 0.0126
```
Positions in Å, forces in eV/Å.


no.,calculated total energy (eV)
1,-25965.9850
2,-113065.4482